(1)
The following is a DFT calculation (ωB97M-V/def2-TZVPD) of one molecule with the formula C3H6N2O at a distorted geometry.

XYZ file:
```
12
Properties=species:S:1:pos:R:3:mulliken_charge:R:1
O 1.19 0.21 -1.16 -0.536
N -0.90 -1.83 0.90 -0.549
N -0.30 -1.35 -0.31 -0.156
C 0.32 -0.01 -0.38 0.406
C -0.41 1.11 0.31 -0.164
C 0.23 2.36 0.45 -0.533
H 0.21 -2.02 -0.97 0.260
H -1.63 -2.55 0.65 0.255
H -1.42 0.87 0.86 0.270
H -0.43 3.18 0.82 0.272
H 1.33 2.58 -0.06 0.220
H -0.09 -2.34 1.54 0.255
```

Output
spin multiplicity = 1
SMILES = C=CC(=O)NN
LUMO level = 0.51 eV
highest occupied orbital energy = -9.64 eV

=====

(2)
The following is a DFT calculation (ωB97M-V/def2-TZVPD) of one molecule with the formula C6H13N at a distorted geometry.

XYZ file:
```
20
Properties=species:S:1:pos:R:3:mulliken_charge:R:1
N -0.10 1.29 2.51 -0.661
C 0.54 -0.91 -1.78 0.044
C 0.11 0.11 -1.06 -0.360
C -0.58 0.63 1.29 0.669
C -1.22 -0.72 1.69 -1.413
C 0.78 -0.85 -3.27 -1.156
C 0.58 0.43 0.35 -0.912
H -1.10 -1.46 0.90 0.255
H 1.83 -1.08 -3.49 0.279
H -0.34 0.93 -1.62 0.266
H 0.59 0.16 -3.63 0.323
H 1.10 -1.69 -1.26 0.300
H -0.78 1.73 3.11 0.194
H -0.65 -1.10 2.54 0.393
H 1.22 1.30 0.22 0.363
H -2.27 -0.60 1.98 0.340
H 0.73 1.85 2.42 0.165
H -1.42 1.22 0.91 0.248
H 0.20 -1.55 -3.87 0.287
H 1.26 -0.38 0.61 0.376
```

Output
spin multiplicity = 1
SMILES = C/C=C/C[C@@H](C)N
LUMO level = 1.22 eV
highest occupied orbital energy = -8.74 eV

=====

(3)
The following is a DFT calculation (ωB97M-V/def2-TZVPD) of C7H10 as an isolated structure.

XYZ file:
```
17
Properties=species:S:1:pos:R:3:mulliken_charge:R:1
C 0.67 1.17 -0.13 -0.473
C 0.88 0.02 0.82 -0.468
C -0.25 0.26 -1.15 -0.411
C -0.13 -1.26 -0.78 -0.527
C -0.62 1.82 0.39 -0.638
C -0.31 -0.62 0.64 -0.238
C -1.22 0.47 0.04 -0.254
H -0.61 2.12 1.45 0.355
H -2.29 0.25 -0.04 0.427
H 1.53 1.76 -0.47 0.444
H 1.83 -0.48 0.96 0.375
H 1.47 -2.63 1.33 0.051
H -0.99 2.62 -0.25 0.326
H 0.76 -2.47 1.49 -0.023
H 0.80 -1.80 -0.98 0.353
H -0.52 0.59 -2.17 0.423
H -0.99 -1.82 -1.16 0.276
```

Output
spin multiplicity = 1
LUMO level (spin up / spin down) = 0.22 / 0.28 eV
highest occupied orbital energy (spin up / spin down) = -7.90 / -7.97 eV

=====

- Which value of spin multiplicity does entry 1 give?
  1

=====

- Look up the spin multiplicity of the second one.
  1

=====

Copy entry 3 word for word.
The following is a DFT calculation (ωB97M-V/def2-TZVPD) of C7H10 as an isolated structure.

XYZ file:
```
17
Properties=species:S:1:pos:R:3:mulliken_charge:R:1
C 0.67 1.17 -0.13 -0.473
C 0.88 0.02 0.82 -0.468
C -0.25 0.26 -1.15 -0.411
C -0.13 -1.26 -0.78 -0.527
C -0.62 1.82 0.39 -0.638
C -0.31 -0.62 0.64 -0.238
C -1.22 0.47 0.04 -0.254
H -0.61 2.12 1.45 0.355
H -2.29 0.25 -0.04 0.427
H 1.53 1.76 -0.47 0.444
H 1.83 -0.48 0.96 0.375
H 1.47 -2.63 1.33 0.051
H -0.99 2.62 -0.25 0.326
H 0.76 -2.47 1.49 -0.023
H 0.80 -1.80 -0.98 0.353
H -0.52 0.59 -2.17 0.423
H -0.99 -1.82 -1.16 0.276
```

Output
spin multiplicity = 1
LUMO level (spin up / spin down) = 0.22 / 0.28 eV
highest occupied orbital energy (spin up / spin down) = -7.90 / -7.97 eV